# 1
{
  "formula": "H2N2P2S2",
  "method": "wB97M-V/def2-TZVPD",
  "de_lowest_kj_mol": 17.1,
  "multiplicity": 1,
  "smiles": "S=PNNP=S",
  "homo_energy_ha": -0.336,
  "charge": 0,
  "species": ["N", "N", "P", "P", "S", "S", "H", "H"],
  "xyz": [[0.69, 0.19, -0.25], [-0.69, -0.17, -0.03], [2.02, -0.81, -0.16], [-1.99, 0.86, -0.05], [3.46, 0.45, 0.13], [-3.43, -0.42, 0.08], [1.00, 1.12, 0.11], [-1.06, -1.20, 0.16]],
  "mulliken_charge": [-0.210, -0.165, 0.186, 0.170, -0.332, -0.341, 0.338, 0.354]
}

=====

# 2
{
  "formula": "C56H43N5OP2S4Sn",
  "method": "wB97M-V/def2-TZVPD",
  "de_lowest_kj_mol": 0.0,
  "multiplicity": 1,
  "homo_energy_ha": -0.466,
  "charge": 2,
  "species": ["Sn", "O", "S", "C", "C", "C", "C", "C", "C", "C", "C", "C", "C", "P", "C", "C", "C", "C", "C", "C", "C", "C", "C", "C", "C", "C", "C", "C", "C", "C", "C", "C", "C", "C", "C", "C", "C", "C", "P", "C", "C", "C", "C", "C", "C", "C", "C", "C", "C", "C", "C", "C", "C", "H", "H", "H", "H", "H", "H", "H", "H", "H", "H", "H", "H", "H", "H", "H", "H", "H", "H", "H", "H", "H", "H", "H", "H", "H", "H", "H", "H", "H", "H", "H", "H", "H", "H", "H", "H", "S", "C", "S", "C", "C", "N", "C", "N", "C", "C", "C", "N", "N", "C", "N", "S", "H", "H", "H", "H", "H", "H", "H"],
  "xyz": [[0.72, 0.23, -1.21], [1.68, 0.62, 0.66], [-0.76, -0.31, 1.01], [-1.96, -1.63, 0.84], [-2.94, -1.64, 1.81], [-3.96, -2.59, 1.87], [-3.95, -3.59, 0.95], [-4.88, -4.76, 0.77], [-4.22, -5.62, -0.33], [-2.96, -4.88, -0.69], [-1.93, -5.24, -1.50], [-0.84, -4.37, -1.59], [-0.76, -3.13, -0.97], [0.88, -2.38, -1.21], [1.93, -3.34, -0.10], [1.55, -3.39, 1.25], [2.22, -4.22, 2.13], [3.28, -5.00, 1.67], [3.66, -4.96, 0.34], [2.98, -4.13, -0.55], [1.43, -2.63, -2.91], [2.75, -2.25, -3.19], [3.21, -2.25, -4.49], [2.37, -2.63, -5.53], [1.06, -2.99, -5.26], [0.58, -2.99, -3.96], [-1.82, -2.73, -0.07], [-2.88, -3.67, 0.04], [-1.70, 1.22, 1.23], [-3.05, 1.24, 0.95], [-3.86, 2.38, 1.04], [-3.27, 3.56, 1.38], [-3.83, 4.95, 1.54], [-2.60, 5.85, 1.79], [-1.43, 4.90, 1.82], [-0.10, 5.15, 1.99], [0.77, 4.04, 1.96], [0.35, 2.73, 1.78], [1.62, 1.48, 1.93], [1.26, 0.54, 3.41], [1.85, -0.72, 3.59], [1.67, -1.41, 4.77], [0.92, -0.84, 5.80], [0.34, 0.41, 5.63], [0.51, 1.11, 4.44], [3.22, 2.23, 2.17], [4.14, 2.19, 1.12], [5.41, 2.73, 1.30], [5.75, 3.30, 2.52], [4.84, 3.33, 3.56], [3.58, 2.79, 3.40], [-1.04, 2.45, 1.57], [-1.88, 3.58, 1.61], [-2.92, -0.86, 2.57], [-4.72, -2.52, 2.64], [-5.88, -4.42, 0.49], [-4.99, -5.31, 1.70], [-4.86, -5.73, -1.21], [-3.99, -6.62, 0.02], [-1.91, -6.18, -2.04], [0.01, -4.70, -2.17], [0.71, -2.81, 1.60], [1.91, -4.28, 3.16], [3.80, -5.65, 2.36], [4.47, -5.57, -0.02], [3.27, -4.13, -1.59], [3.41, -1.93, -2.39], [4.23, -1.96, -4.70], [2.73, -2.63, -6.55], [0.39, -3.27, -6.07], [-0.45, -3.24, -3.77], [-3.52, 0.33, 0.60], [-4.92, 2.31, 0.82], [-4.53, 4.98, 2.38], [-4.40, 5.25, 0.66], [-2.68, 6.40, 2.72], [-2.46, 6.59, 1.00], [0.30, 6.14, 2.13], [1.83, 4.23, 2.09], [2.46, -1.14, 2.80], [2.13, -2.38, 4.91], [0.78, -1.38, 6.73], [-0.24, 0.85, 6.43], [0.05, 2.08, 4.32], [3.87, 1.74, 0.18], [6.12, 2.70, 0.49], [6.74, 3.72, 2.65], [5.12, 3.76, 4.51], [2.88, 2.80, 4.22], [0.36, 0.27, -3.70], [1.74, 1.31, -3.61], [2.76, 1.14, -2.19], [1.95, 2.29, -4.53], [0.98, 2.54, -5.55], [0.16, 2.78, -6.32], [3.04, 3.21, -4.39], [3.89, 3.96, -4.20], [-3.57, 0.63, -3.96], [-3.71, 1.58, -2.76], [-2.38, 2.14, -2.35], [-1.56, 1.55, -1.57], [-0.35, 2.23, -1.40], [-0.31, 3.34, -2.09], [0.74, 4.18, -2.07], [-1.75, 3.63, -2.99], [-4.55, 0.22, -4.21], [-2.90, -0.19, -3.71], [-3.17, 1.15, -4.83], [-4.12, 1.06, -1.90], [-4.38, 2.40, -3.00], [1.59, 3.86, -1.64], [0.83, 4.89, -2.79]],
  "mulliken_charge": [1.280, 0.194, 0.690, 0.558, -0.195, -1.640, 0.412, -0.821, -0.775, -0.286, -1.322, -0.413, 0.794, 1.299, 1.114, -0.784, -0.675, -0.765, -0.826, -0.690, 0.843, -0.819, -0.959, -0.772, -0.742, -0.848, -1.610, 1.130, 0.443, -0.242, -1.198, 0.226, -0.885, -0.741, 0.337, -1.232, -0.204, 0.687, 0.833, 1.290, -0.709, -0.685, -0.730, -0.801, -0.584, 0.085, -0.442, -0.868, -0.551, -0.792, -0.197, -1.643, 0.421, 0.797, 0.514, 0.337, 0.341, 0.324, 0.329, 0.544, 0.842, 0.390, 0.522, 0.433, 0.468, 0.503, 0.657, 0.482, 0.441, 0.464, 0.450, 0.823, 0.530, 0.303, 0.315, 0.350, 0.316, 0.522, 0.635, 0.613, 0.527, 0.459, 0.470, 0.508, 0.179, 0.478, 0.430, 0.439, 0.475, -0.359, 0.934, -0.551, 0.875, -0.272, -0.481, -0.217, -0.455, -1.061, -0.558, 0.170, -0.062, 0.339, -0.280, -0.160, -0.178, 0.452, 0.104, 0.369, 0.037, 0.516, 0.159, 0.277]
}

=====

# 3
{
  "formula": "C3H7NO",
  "method": "wB97M-V/def2-TZVPD",
  "de_lowest_kj_mol": 120.9,
  "multiplicity": 1,
  "smiles": "CCNC=O",
  "homo_energy_ha": -0.357,
  "charge": 0,
  "species": ["C", "C", "N", "C", "O", "H", "H", "H", "H", "H", "H", "H"],
  "xyz": [[0.53, -0.65, 1.05], [0.83, 0.40, -0.15], [-0.16, 0.35, -1.17], [-1.43, 0.45, -0.64], [-1.86, 1.22, 0.19], [1.27, -0.35, 1.78], [0.74, -1.67, 0.71], [-0.43, -0.71, 1.63], [1.80, 0.20, -0.62], [0.80, 1.40, 0.29], [-0.06, -0.39, -1.87], [-2.02, -0.26, -1.20]],
  "mulliken_charge": [-0.991, -0.504, -0.262, 0.055, -0.510, 0.314, 0.292, 0.345, 0.348, 0.281, 0.316, 0.316]
}

=====

# 4
{
  "formula": "C3H7PS3",
  "method": "wB97M-V/def2-TZVPD",
  "de_lowest_kj_mol": 147.6,
  "multiplicity": 1,
  "smiles": "C=CCP(=S)(S)S",
  "homo_energy_ha": -0.329,
  "charge": 0,
  "species": ["C", "C", "C", "P", "S", "S", "S", "H", "H", "H", "H", "H", "H", "H"],
  "xyz": [[-0.41, -0.30, -2.17], [-0.68, 0.19, -1.00], [0.28, 0.61, 0.02], [0.32, -0.57, 1.79], [2.12, -0.91, 2.29], [-0.76, 0.34, 3.32], [-0.90, -2.19, 1.52], [-1.07, -0.57, -2.94], [0.59, -0.31, -2.42], [-1.66, 0.17, -0.49], [0.04, 1.65, 0.32], [1.45, 0.53, -0.24], [-0.05, -0.49, 4.11], [0.24, -2.70, 1.47]],
  "mulliken_charge": [-0.750, -0.047, -0.661, 0.427, -0.360, -0.294, -0.166, 0.298, 0.258, 0.275, 0.353, 0.306, 0.191, 0.169]
}